# C36H29ClN7O4SSn

C36H29ClN7O4SSn as an isolated structure (ωB97M-V with the def2-TZVPD basis set, the Open Molecules 2025 dataset).

CARTESIAN COORDINATES (ANGSTROEM)
Sn1 -0.506 -0.347 1.360
O1 0.236 1.668 3.724
S1 -0.388 0.554 4.467
O2 0.370 -0.275 5.401
N1 -1.022 -0.442 3.313
C1 -1.519 -1.674 3.720
C2 -1.785 -2.183 5.025
C3 -2.778 -3.154 5.154
C4 -3.394 -3.791 4.065
C5 -3.012 -3.414 2.775
C6 -3.508 -4.079 1.605
C7 -3.376 -3.488 0.392
C8 -2.656 -2.275 0.339
N2 -2.127 -1.708 1.403
C9 -2.154 -2.297 2.643
C10 -1.788 1.166 5.279
C11 -1.953 0.818 6.671
C12 -3.049 1.317 7.357
C13 -3.879 2.206 6.630
C14 -3.755 2.488 5.306
C15 -2.681 1.947 4.589
H1 -1.328 -1.682 5.903
H2 -3.197 -3.391 6.158
H3 -4.217 -4.492 4.256
H4 -3.936 -5.081 1.688
H5 -3.629 -3.975 -0.550
H6 -2.466 -1.743 -0.630
H7 -1.114 0.287 7.124
H8 -3.253 1.162 8.436
H9 -4.755 2.697 7.103
H10 -4.479 3.101 4.819
H11 -2.394 2.143 3.546
C16 1.294 -1.198 0.704
C17 2.509 -0.982 0.715
C18 3.956 -0.930 0.675
C19 4.715 -1.384 1.842
C20 6.078 -1.494 1.748
C21 6.717 -1.160 0.543
C22 5.968 -0.744 -0.559
C23 4.615 -0.456 -0.438
H12 4.188 -1.600 2.749
H13 6.678 -1.769 2.651
H14 7.804 -1.112 0.483
H15 6.483 -0.495 -1.481
H16 4.008 0.099 -1.128
C24 0.027 -2.448 -3.860
C25 -0.837 -1.238 -3.840
N3 -1.619 -0.821 -2.784
C26 -2.175 0.329 -3.190
C27 -1.835 0.665 -4.465
N4 -0.878 -0.285 -4.852
C28 -0.284 -0.398 -6.170
N5 0.964 0.362 -6.334
N6 1.531 0.031 -7.539
N7 2.434 0.911 -7.862
C29 2.434 1.932 -6.929
C30 3.327 3.007 -6.816
C31 3.253 3.691 -5.596
C32 2.312 3.340 -4.583
C33 1.413 2.331 -4.696
C34 1.480 1.614 -5.942
H17 0.020 -2.885 -2.832
H18 1.047 -2.155 -4.070
H19 -0.313 -3.197 -4.560
H20 -2.844 0.889 -2.508
H21 -2.215 1.363 -5.170
H22 -0.987 -0.076 -6.966
H23 -0.059 -1.442 -6.420
H24 3.919 3.316 -7.614
H25 4.004 4.484 -5.348
H26 2.259 3.956 -3.705
H27 0.702 2.048 -3.945
Cl1 -0.226 4.592 -1.391
C35 0.156 3.341 -0.072
C36 -1.035 2.737 0.702
O3 -1.922 3.385 1.267
O4 -1.085 1.378 0.567
H28 0.844 3.852 0.589
H29 0.665 2.551 -0.642

Force components x, y, z for each atom (eV/Å):
Sn 0.5786 -0.2619 -0.3473
O -0.7578 -1.6031 1.1707
S 1.6994 -0.6386 -1.8476
O -0.3109 1.4379 -0.5476
N 1.2842 1.3250 2.8838
C -1.8634 -1.1075 0.2351
C 0.0554 0.8763 -0.1019
C -0.5589 -0.4391 0.7000
C 0.4449 0.4768 0.7461
C -0.1903 -0.5828 0.6190
C -0.5715 -1.1370 0.9856
C 1.6332 1.7475 -1.3710
C -1.4227 -1.3756 -3.5568
N 2.1519 1.7888 1.0035
C -1.2686 -1.0661 0.2204
C -0.5709 -0.4674 2.5584
C 0.4173 0.6514 -1.0979
C -0.0816 0.9241 -0.3435
C -1.4557 -0.1944 1.6646
C 1.0171 -0.4811 -1.1131
C 0.5744 0.1334 -0.3029
H -0.5214 -0.6924 -0.7816
H 0.7378 0.1313 -0.6640
H 0.5237 0.1623 -0.2910
H -0.0300 0.4213 0.2024
H -0.2321 0.2169 0.2785
H -0.3358 -0.7046 0.9613
H -0.5689 -0.1050 0.0189
H 0.3686 -0.0662 -0.9280
H 0.7229 -0.5569 0.0780
H -0.2778 0.4288 -0.2567
H -0.7717 0.2181 0.3173
C 0.7856 -1.0630 -0.4121
C 1.0714 0.3294 0.1150
C -1.1458 -0.5396 2.5504
C -0.7784 0.3201 -1.8759
C 0.7119 0.3250 0.6367
C 0.0174 -0.1273 -0.2361
C 0.4911 1.0102 0.2405
C 0.2889 -0.7357 0.0217
H -0.2342 -0.2019 0.2339
H -0.5659 0.2304 -0.9355
H -0.2295 -0.4182 -0.0515
H 0.0541 0.1274 0.0649
H 0.1468 -0.1816 -0.7690
C -0.1396 0.1449 1.3727
C -1.1603 1.7960 1.6551
N 2.3958 -1.8000 -2.1613
C -1.4483 1.3806 0.3117
C 0.9730 -0.6475 0.1055
N -0.8527 -0.9215 0.1815
C -0.5968 0.2161 0.1643
N 0.7407 0.8733 -1.2635
N 1.2777 1.2366 0.4558
N -1.2179 -0.5617 -0.0714
C -0.6028 -1.2511 0.2689
C -1.6087 0.3636 2.6898
C 0.8175 0.0521 -0.5049
C 0.3893 0.7391 -0.2256
C -0.1966 -1.1658 -2.0026
C -0.0463 -0.7377 1.0673
H -0.0688 0.3217 -0.8347
H 0.3496 -0.1085 -0.2130
H -0.0502 -0.2129 -0.2965
H 0.4615 -0.4591 -0.6682
H 0.0080 0.6356 -0.1712
H 0.1446 0.0999 0.7085
H 0.1642 0.2812 0.3551
H 1.2156 0.2144 -1.0270
H -0.9737 -0.6432 -0.4539
H 0.2067 0.1204 0.3858
H -0.1809 0.1056 0.3386
Cl -0.1893 -0.6977 0.9401
C 0.0785 -0.0981 -0.8430
C -2.4212 -0.8360 -0.0705
O 2.2429 -0.9685 -0.9435
O -0.5894 3.7372 -0.6451
H 0.0337 -0.0165 0.2136
H -0.1888 0.2721 0.5059

- E_LUMO (spin up / spin down) (eV) = 1.934 / 1.934
- E_HOMO (spin up / spin down) (hartree) = -0.085 / -0.090
- total charge = -1
- gap between HOMO and LUMO (spin up / spin down) (Ha) = 0.1558 / 0.1606


# C28H37BBrF4N3OPtSb

C28H37BBrF4N3OPtSb as an isolated structure (ωB97M-V with the def2-TZVPD basis set, the Open Molecules 2025 dataset).

CARTESIAN COORDINATES (ANGSTROEM)
Pt1 0.689 -0.216 0.159
O1 2.971 0.939 5.723
C1 2.377 0.651 4.589
C2 1.047 0.203 4.474
C3 0.544 -0.059 3.233
N1 1.284 0.072 2.106
C4 2.567 0.474 2.231
Br1 3.578 0.465 0.642
C5 3.144 0.788 3.424
H1 2.423 0.802 6.509
H2 0.429 0.062 5.351
H3 -0.481 -0.379 3.103
H4 4.173 1.116 3.487
C6 2.430 -2.047 -1.924
C7 2.587 -0.773 -2.713
C8 3.687 -0.612 -3.511
C9 3.830 0.529 -4.310
C10 2.870 1.513 -4.291
C11 1.739 1.418 -3.487
C12 0.805 2.599 -3.477
C13 1.600 0.248 -2.706
N2 0.467 0.132 -1.869
C14 -0.726 0.384 -2.265
C15 -1.222 0.233 -3.663
C16 -1.642 0.750 -1.171
C17 -2.882 1.502 -1.494
N3 -1.324 0.423 0.035
C18 -2.172 0.523 1.158
C19 -3.220 -0.450 1.233
C20 -3.470 -1.473 0.153
C21 -4.077 -0.401 2.303
C22 -3.952 0.589 3.277
C23 -2.940 1.532 3.193
C24 -2.011 1.513 2.168
C25 -0.926 2.534 2.151
H5 3.248 -2.733 -2.141
H6 1.490 -2.552 -2.166
H7 2.460 -1.853 -0.844
H8 4.444 -1.386 -3.540
H9 4.700 0.632 -4.946
H10 2.996 2.401 -4.899
H11 0.442 2.810 -4.485
H12 1.368 3.479 -3.176
H13 -0.032 2.528 -2.788
H14 -0.443 -0.166 -4.307
H15 -1.576 1.173 -4.092
H16 -2.078 -0.451 -3.657
H17 -2.613 2.390 -2.074
H18 -3.412 1.814 -0.599
H19 -3.540 0.888 -2.116
H20 -2.660 -1.551 -0.566
H21 -4.379 -1.215 -0.396
H22 -3.657 -2.454 0.590
H23 -4.881 -1.125 2.371
H24 -4.660 0.625 4.096
H25 -2.863 2.310 3.943
H26 -0.804 2.996 3.128
H27 -1.169 3.336 1.452
H28 0.021 2.143 1.815
F1 0.107 3.780 -0.611
B1 1.372 3.387 -0.197
F2 2.350 3.674 -1.091
F3 1.666 3.672 1.108
F4 1.274 1.816 -0.236
C26 1.571 -4.041 0.632
Sb1 -0.012 -2.675 0.461
C27 -1.243 -3.065 2.118
C28 -1.069 -3.361 -1.229
H29 1.097 -5.025 0.646
H30 2.117 -3.877 1.559
H31 2.243 -3.961 -0.217
H32 -1.863 -3.917 1.839
H33 -1.868 -2.212 2.373
H34 -0.610 -3.327 2.965
H35 -2.007 -3.799 -0.892
H36 -0.459 -4.127 -1.710
H37 -1.265 -2.562 -1.940

Force components x, y, z for each atom (eV/Å):
Pt 0.0220 2.8602 -0.6695
O 0.0215 -0.0145 -0.0822
C -0.0613 0.0065 0.1382
C 0.0538 0.0446 0.1193
C 0.1291 -0.1091 -0.0854
N -0.1829 -0.7157 0.3797
C -0.0185 -0.1401 0.0788
Br -0.2558 -0.4447 0.0054
C 0.1167 0.1168 -0.0314
H -0.0444 0.0199 0.0062
H -0.0235 0.0429 -0.0339
H 0.0353 0.0027 -0.0043
H -0.0123 -0.0129 -0.0034
C -0.1249 0.2721 -0.1432
C -0.4097 -0.0969 0.3118
C 0.2873 0.0990 -0.2423
C 0.0816 -0.1456 0.0307
C 0.1240 0.1523 -0.0848
C -0.3367 0.1185 0.1862
C 0.2597 -0.0236 -0.0918
C 0.1264 -0.2359 -0.1818
N 0.4435 -1.3497 0.1543
C -0.3668 -0.1419 -0.3672
C 0.0304 0.4495 -0.0628
C -0.5401 -0.0314 -0.0915
C -0.0379 0.0540 0.1468
N 1.0568 -0.1644 0.5335
C -0.4228 -0.3835 0.5221
C 0.5164 0.2034 -0.4861
C -0.1584 0.1799 0.1276
C -0.2953 0.1126 0.3930
C -0.0462 -0.0559 -0.0726
C -0.1634 -0.0840 0.1901
C 0.1415 -0.1954 -0.4972
C -0.1897 0.2413 -0.2520
H -0.0178 -0.0123 -0.0062
H 0.0360 -0.0364 -0.0328
H 0.1020 -0.0075 -0.0355
H -0.0237 0.0192 -0.0238
H -0.0119 0.0085 0.0189
H 0.0040 -0.0150 0.0118
H -0.1451 -0.1664 0.0171
H 0.0730 0.0411 0.0415
H -0.0126 0.0471 -0.0067
H 0.0070 -0.0021 0.0165
H 0.0308 -0.0200 0.0261
H 0.0267 0.0108 0.0561
H 0.0314 -0.0451 -0.0385
H -0.0042 -0.0113 -0.0113
H 0.0383 0.0076 -0.0397
H -0.0534 -0.0274 -0.0160
H 0.0297 0.0171 -0.0378
H 0.0212 -0.0151 -0.0006
H -0.0013 0.0388 0.0070
H 0.0270 0.0026 -0.0113
H 0.0033 -0.0393 0.0149
H 0.0253 -0.0659 0.0165
H -0.0230 0.0702 -0.0730
H 0.2023 -0.0056 0.0000
F 0.2087 -0.2914 0.2231
B -0.1882 0.9760 0.0085
F 0.0345 -0.1902 0.1050
F -0.0886 -0.2221 -0.2124
F -0.3291 -0.4125 0.1404
C 0.2342 0.0772 0.1782
Sb -0.1232 -0.3918 -0.2346
C 0.0965 0.2185 0.2690
C 0.0916 -0.0107 -0.2285
H 0.0081 0.0275 0.0320
H -0.0030 -0.0405 -0.0003
H -0.0523 -0.0624 0.0211
H 0.0141 0.0027 0.0073
H -0.0220 -0.0648 -0.0189
H -0.0156 -0.0294 -0.0192
H 0.0217 0.0084 -0.0122
H -0.0134 0.0235 0.0166
H 0.0056 -0.0427 -0.0086

- E_LUMO (spin up / spin down) (eV) = -12.070 / -12.072
- relative energy (zero: lowest compared OMol25 entry of this formula, charge and spin) (eV) = 1.3878
- E_HOMO (spin up / spin down) (hartree) = -0.626 / -0.626
- total charge = +3
- gap between HOMO and LUMO (spin up / spin down) (Ha) = 0.1825 / 0.1824


# C6H18HfO10

C6H18HfO10 as an isolated structure (ωB97M-V with the def2-TZVPD basis set, the Open Molecules 2025 dataset).

CARTESIAN COORDINATES (ANGSTROEM)
Hf1 -1.778 -0.802 -0.959
O1 0.863 -1.916 -3.279
C1 -0.048 -1.426 -2.652
O2 -0.258 -1.946 -1.281
O3 -1.159 -0.601 -2.815
H1 4.207 2.832 -0.064
O4 -4.785 -2.852 0.761
C2 -3.846 -2.059 0.380
O5 -4.035 -1.066 -0.486
O6 -2.655 -2.044 0.902
H2 -4.332 -3.147 1.551
C3 -0.707 0.205 3.148
O7 -0.895 0.084 1.729
H3 -1.533 0.838 3.567
H4 -0.532 -0.759 3.597
H5 0.213 0.729 3.359
H6 -1.538 -0.648 1.661
C4 3.411 3.126 1.766
O8 4.579 2.922 0.826
H7 2.845 3.977 1.416
H8 2.930 2.197 1.704
H9 3.613 3.206 2.839
H10 2.454 7.505 -0.519
C5 4.937 -1.729 -0.400
O9 3.502 -1.823 -0.304
H11 5.215 -0.765 0.067
H12 5.443 -2.577 0.138
H13 5.198 -1.753 -1.406
H14 3.252 -1.446 0.538
C6 -4.541 0.107 -2.640
O10 -2.994 0.536 -2.099
H15 -5.230 0.256 -1.760
H16 -4.645 0.843 -3.454
H17 -4.539 -0.915 -2.929
H18 -2.612 0.907 -2.902

Force components x, y, z for each atom (eV/Å):
Hf -2.5478 0.1177 2.6480
O -3.0353 2.7416 0.8489
C 1.4071 -3.2521 0.3819
O -0.1831 1.0197 -1.0020
O 3.3581 -1.2190 -1.4797
H -0.0205 0.0200 0.2033
O 0.6200 0.6714 -0.2700
C 1.6383 4.4809 -1.4563
O 1.1022 -3.1507 0.8689
O -0.5612 -0.7687 -0.9699
H -0.5007 -1.5909 1.2417
C -0.1833 1.4065 0.5196
O -0.6860 -0.9140 -1.2464
H 0.6188 -1.0347 -0.0869
H -0.6393 -0.4263 0.2283
H 0.2860 0.4164 -0.3824
H 0.1699 0.1576 0.4390
C 2.1147 -0.0776 -1.2265
O -1.1570 0.7206 1.9453
H -0.4523 0.1088 -0.0889
H -1.5888 -1.1597 -0.3515
H 1.1140 0.4173 -0.5078
H 0.0706 0.0410 0.0150
C -0.9794 0.1254 2.3112
O 0.7552 -0.1262 -0.4461
H 0.3876 -0.4373 -0.1690
H -0.4019 0.6559 -0.2827
H 0.4064 -0.1084 -1.7595
H -0.1370 -0.0849 0.3672
C 0.6933 2.4740 1.4471
O -3.2495 -0.1338 -0.4514
H 1.0500 0.1360 -1.2663
H -0.1693 -0.5430 0.4138
H 0.4288 -0.6632 -0.3505
H 0.2713 -0.0202 -0.0855

- E_LUMO (eV) = -13.320
- E_HOMO (hartree) = -0.551
- total charge = +2
- gap between HOMO and LUMO (Ha) = 0.0618


# C6H9N3

One molecule with the formula C6H9N3 (ωB97M-V with the def2-TZVPD basis set, the Open Molecules 2025 dataset).

CARTESIAN COORDINATES (ANGSTROEM)
C1 3.187 0.297 0.084
C2 1.229 -1.138 -0.022
C3 -0.137 -1.339 -0.125
C4 -1.064 -0.282 -0.160
C5 -2.459 -0.601 -0.008
C6 -3.617 -0.950 0.101
H1 3.674 -0.426 0.762
H2 3.643 0.173 -0.905
H3 3.375 1.291 0.402
H4 1.878 -2.008 0.117
H5 -0.553 -2.313 -0.107
H6 0.247 1.175 -0.262
H7 -2.188 2.240 -0.757
H8 -2.085 2.025 0.909
H9 -4.635 -1.267 0.176
N1 1.758 0.023 -0.041
N2 -0.729 0.989 -0.228
N3 -1.523 2.112 0.063

Force components x, y, z for each atom (eV/Å):
C -0.5152 -2.2677 -0.4845
C 2.3828 0.1976 0.2478
C -2.6515 1.3542 -0.2578
C 0.1445 -2.3680 0.5894
C -1.5530 -0.6025 -0.0782
C 1.3054 0.4494 -0.1529
H 0.0132 0.2767 -0.1042
H 0.0815 0.0833 0.0769
H -0.0358 0.8774 0.4279
H -0.0590 -0.2707 0.0309
H -0.1966 -0.7327 0.0353
H 1.0912 0.0270 0.0794
H 0.9713 -0.0627 1.5439
H 0.2610 -0.4152 -0.1872
H 0.2007 0.0942 0.0282
N 0.2005 1.5931 -0.2068
N -0.1920 1.6307 0.3012
N -1.4490 0.1358 -1.8895

- E_LUMO (eV) = 0.498
- relative energy (zero: lowest compared OMol25 entry of this formula, charge and spin) (eV) = 3.2730
- SMILES = C#C/C(=C/C=N/C)NN
- E_HOMO (hartree) = -0.282
- gap between HOMO and LUMO (Ha) = 0.3003


no.,total energy (Eh)
1,-3146.04682
2,-4685.73617
3,-1038.95870
4,-398.15516